Entry 1:
Computed, not measured: a molecular structure, C37H25F6N9O6S2Ta, with the ωB97M-V functional and the def2-TZVPD basis.

Output
2S+1   1
Strongest force on any atom   4.162 eV/A
Relative energy (zero: lowest compared OMol25 entry of this formula, charge and spin)   45.6 kcal/mol
HOMO-LUMO gap   5.075 eV
Charge   +3
E_LUMO   -10.78 eV
HOMO energy   -15.86 eV

Cartesian coordinates (Å):
Ta1 0.597 0.289 -0.454
C1 -3.676 0.495 -2.036
C2 -2.567 0.642 -1.210
N1 -1.504 -0.147 -1.351
C3 -1.533 -1.095 -2.308
C4 -2.642 -1.203 -3.140
N2 -3.693 -0.410 -3.003
C5 -0.379 -1.999 -2.303
C6 -0.186 -3.058 -3.163
C7 0.890 -3.933 -2.960
C8 1.699 -3.706 -1.834
C9 1.477 -2.608 -1.034
N3 0.471 -1.745 -1.289
C10 2.257 -2.262 0.161
C11 3.305 -3.019 0.675
N4 3.962 -2.653 1.764
C12 3.584 -1.544 2.382
C13 2.544 -0.765 1.890
N5 1.889 -1.119 0.782
C14 1.145 -5.076 -3.844
C15 0.104 -5.675 -4.555
C16 0.382 -6.793 -5.331
N6 1.599 -7.305 -5.415
C17 2.604 -6.737 -4.768
C18 2.427 -5.614 -3.969
H1 -4.552 1.119 -1.918
H2 -2.530 1.390 -0.428
H3 -2.699 -1.942 -3.930
H4 -0.855 -3.208 -3.998
H5 2.483 -4.406 -1.591
H6 3.627 -3.943 0.210
H7 4.123 -1.265 3.279
H8 2.237 0.148 2.380
H9 -0.916 -5.318 -4.487
H10 -0.398 -7.290 -5.895
H11 3.580 -7.193 -4.886
H12 3.289 -5.161 -3.496
C19 -1.362 -2.824 0.853
O1 -0.904 -1.481 1.067
C20 -0.926 -1.042 2.370
C21 -1.316 -1.824 3.443
C22 -1.331 -1.287 4.721
C23 -0.967 0.035 4.928
C24 -0.584 0.817 3.856
C25 -0.539 0.283 2.566
N7 -0.128 1.051 1.429
N8 0.027 2.321 1.727
C26 0.176 3.335 0.907
C27 0.004 3.209 -0.517
O2 0.007 1.980 -0.999
C28 -0.247 4.317 -1.303
C29 -0.199 5.577 -0.732
C30 0.080 5.781 0.633
C31 0.157 7.086 1.164
C32 0.483 7.277 2.483
C33 0.734 6.170 3.302
C34 0.637 4.879 2.812
C35 0.300 4.663 1.480
H13 -2.358 -2.954 1.273
H14 -0.673 -3.544 1.296
H15 -1.409 -2.972 -0.222
H16 -1.624 -2.851 3.311
H17 -1.638 -1.905 5.553
H18 -0.982 0.456 5.923
H19 -0.323 1.852 4.001
H20 -0.456 4.186 -2.357
H21 -0.359 6.446 -1.359
H22 -0.047 7.930 0.517
H23 0.555 8.275 2.892
H24 1.011 6.328 4.336
H25 0.841 4.036 3.456
F1 2.671 -0.917 -4.468
C36 3.028 0.346 -4.248
F2 4.310 0.424 -3.980
F3 2.693 1.111 -5.248
S1 2.079 0.797 -2.715
O3 2.484 -0.197 -1.717
O4 0.681 0.596 -3.019
N9 2.507 2.218 -2.252
S2 2.971 2.464 -0.760
O5 2.889 3.818 -0.377
O6 2.269 1.497 0.148
C37 4.751 1.883 -0.561
F4 4.744 0.553 -0.457
F5 5.482 2.248 -1.577
F6 5.195 2.405 0.560


Entry 2:
Computed, not measured: a molecular structure, C37H25N5O8Zr, with the ωB97M-V functional and the def2-TZVPD basis.

Output
2S+1   1
Strongest force on any atom   3.947 eV/A
Relative energy (zero: lowest compared OMol25 entry of this formula, charge and spin)   0.0 kcal/mol
HOMO-LUMO gap   6.293 eV
E_LUMO   -1.33 eV
HOMO energy   -7.62 eV

Cartesian coordinates (Å):
Zr1 -0.097 0.516 -0.722
C1 -0.618 -3.258 1.647
C2 -0.251 -1.924 1.480
N1 -1.003 -1.038 0.777
C3 -2.270 -1.410 0.428
C4 -2.702 -2.753 0.581
C5 -1.819 -3.716 1.138
C6 -3.923 -3.136 -0.020
C7 -4.653 -2.216 -0.732
C8 -4.208 -0.904 -0.880
C9 -3.004 -0.470 -0.312
N2 -2.348 0.739 -0.509
C10 -2.939 1.976 -0.394
C11 -4.149 2.430 -0.948
C12 -4.702 3.668 -0.598
C13 -4.001 4.581 0.179
C14 -2.731 4.200 0.663
C15 -1.939 5.092 1.413
C16 -0.690 4.680 1.829
C17 -0.200 3.450 1.408
N3 -0.905 2.578 0.681
C18 -2.205 2.913 0.356
H1 0.099 -3.885 2.157
H2 0.675 -1.576 1.901
H3 -2.051 -4.775 1.141
H4 -4.266 -4.149 0.065
H5 -5.594 -2.507 -1.159
H6 -4.833 -0.202 -1.425
H7 -4.714 1.802 -1.637
H8 -5.718 3.898 -0.914
H9 -4.408 5.551 0.468
H10 -2.294 6.097 1.654
H11 -0.070 5.294 2.449
H12 0.824 3.206 1.626
C19 1.585 1.558 -2.589
C20 0.507 1.403 -3.478
C21 -0.494 2.347 -3.124
C22 0.019 3.164 -2.081
C23 1.291 2.651 -1.714
H13 2.511 1.008 -2.590
H14 0.406 0.657 -4.244
H15 -1.498 2.429 -3.541
H16 -0.524 3.984 -1.643
H17 1.986 3.030 -0.981
O1 -1.140 -0.716 -2.588
C24 -1.009 -1.915 -2.978
C25 0.056 -2.797 -2.582
C26 0.143 -4.088 -3.106
C27 1.191 -4.930 -2.674
C28 2.180 -4.483 -1.754
C29 2.129 -3.205 -1.260
C30 1.085 -2.332 -1.650
O2 1.018 -1.105 -1.192
N4 1.282 -6.253 -3.182
O3 0.453 -6.590 -4.065
O4 2.194 -6.967 -2.733
H18 -1.737 -2.384 -3.685
H19 -0.613 -4.415 -3.808
H20 2.996 -5.133 -1.486
H21 2.856 -2.836 -0.547
O5 3.048 0.470 -0.170
C31 2.430 0.651 0.882
O6 1.084 0.866 0.948
C32 3.175 0.675 2.165
C33 2.685 1.261 3.360
C34 3.559 1.448 4.434
C35 4.869 0.935 4.313
C36 5.367 0.264 3.179
C37 4.513 0.144 2.105
N5 5.755 1.092 5.387
O7 5.344 1.783 6.370
O8 6.880 0.539 5.310
H22 1.642 1.589 3.442
H23 3.304 1.937 5.364
H24 6.362 -0.162 3.208
H25 4.816 -0.332 1.192


- Which value of HOMO-LUMO gap does entry 2 give?
  6.293 eV